(1)
An isolated molecule of C3H3ClOS at a distorted geometry. Source: the OMol25 dataset; level of theory: ωB97M-V with the def2-TZVPD basis set.

```
9
Properties=species:S:1:pos:R:3:forces:R:3
C -0.82040 -0.68086 0.40881 -1.153 -1.555 -0.314
C -0.53830 0.67208 -0.29080 -1.773 0.109 -1.292
C 0.54408 -0.20136 0.18041 2.111 0.214 -0.580
O 3.12108 0.29150 -0.30870 -1.317 -1.220 0.387
S 2.11474 -0.73383 0.11272 -0.891 2.027 -0.094
Cl -1.22395 2.39560 0.04288 1.127 -1.881 0.534
H -1.13556 -0.78737 1.47122 0.190 0.494 -0.856
H -1.24320 -1.56469 -0.24344 0.825 1.962 1.193
H -0.81850 0.60894 -1.37309 0.882 -0.150 1.022
```
Positions in Å, forces in eV/Å.

Calculated values
Highest occupied orbital energy (alpha / beta), eV: -9.7 / -9.7
LUMO energy (alpha / beta), eV: -1.113 / -1.113
Energy relative to the best compared isomer or geometry (same formula, charge and spin), kcal per mole: 67.4
M, g mol⁻¹: 122.6
Max |F|, hartree/bohr: 0.0475
Gap between HOMO and LUMO (alpha / beta), Eh: 0.315 / 0.315
Charge: 0

(2)
A 2-piece molecular cluster, C3H3F2O3S overall at a distorted geometry. Source: the OMol25 dataset; level of theory: ωB97M-V with the def2-TZVPD basis set.

```
12
Properties=species:S:1:pos:R:3:forces:R:3
C 2.06757 -0.16094 -0.62414 -1.001 1.218 1.326
C 1.10459 0.17715 0.27235 0.825 -1.464 -0.958
C 0.14073 1.11431 0.11041 -2.729 3.846 0.214
O -1.82111 -1.37052 1.50171 0.080 0.241 -0.333
O -3.21319 -0.06912 -0.10554 0.699 -0.427 0.179
O -1.83990 -2.00819 -0.91434 -0.079 1.792 1.522
F -0.31044 1.83458 1.20674 0.277 -1.492 -0.623
F 0.09779 2.04821 -0.86859 0.490 -0.961 -0.208
S -2.02147 -0.91287 0.11720 -0.293 -1.066 -1.392
H 2.87452 -0.76632 -0.35424 0.734 -1.345 0.106
H 2.18752 0.54071 -1.38937 0.421 0.674 -1.421
H 0.73338 -0.42701 1.04781 0.574 -1.017 1.588
```
Positions in Å, forces in eV/Å.

Calculated values
Highest occupied orbital energy (alpha / beta), eV: -4.7 / -3.7
LUMO energy (alpha / beta), eV: 3.490 / 2.889
Energy relative to the best compared isomer or geometry (same formula, charge and spin), kcal per mole: 42.0
M, g mol⁻¹: 157.1
Max |F|, hartree/bohr: 0.0918
Gap between HOMO and LUMO (alpha / beta), Eh: 0.300 / 0.244
Charge: -1

(3)
A 7-piece molecular cluster, C48H94FN2O2PS overall at a distorted geometry. Source: the OMol25 dataset; level of theory: ωB97M-V with the def2-TZVPD basis set.

```
149
Properties=species:S:1:pos:R:3:forces:R:3
N -4.40235 -1.24483 3.61168 0.880 -0.515 0.222
P -3.26785 -1.27834 2.55147 -1.959 0.350 2.067
O -2.99065 0.26694 2.13037 0.171 -1.851 -1.306
O -3.73068 -2.05633 1.21745 0.862 0.572 -0.071
N -1.83964 -2.09239 3.09589 0.488 1.481 -1.925
C -1.06964 -1.30898 4.03022 0.118 0.019 1.369
C -1.23063 -1.57615 5.39090 -0.229 -0.491 0.227
C -0.50970 -0.90302 6.36593 0.335 0.448 0.381
C 0.39480 0.10078 6.00816 -0.306 -0.285 -0.568
C 0.56575 0.36785 4.65249 0.465 0.537 0.138
C -0.14301 -0.32371 3.68276 -0.443 -0.641 -1.112
S 0.10135 -0.03353 1.92838 0.321 -0.222 0.152
C -0.11708 -1.69873 1.29206 -0.114 0.522 0.880
C 0.62451 -2.13105 0.21011 -0.244 -0.246 0.187
C 0.42813 -3.44777 -0.22890 0.499 0.879 -0.365
C -0.47699 -4.27486 0.38332 -1.779 -0.850 1.666
C -1.24941 -3.82757 1.52818 2.037 0.703 -1.947
F -2.12110 -4.58599 2.19180 0.182 -0.224 -0.502
C -1.04185 -2.52464 1.95215 -0.288 -0.644 0.465
H -4.07401 -1.69160 4.46521 -0.417 -0.014 0.000
H -2.75050 0.23390 1.18507 0.180 0.665 0.219
H -4.51451 -2.58386 1.42843 0.062 0.155 0.133
H -1.92103 -2.36202 5.71173 0.185 0.241 -0.293
H -0.63567 -1.15181 7.42253 -0.084 0.014 -0.396
H 0.98378 0.66766 6.72825 -0.261 -0.267 -0.050
H 1.27932 1.14285 4.35978 -0.220 -0.311 -0.068
H 1.33422 -1.45539 -0.26813 -0.139 -0.284 0.131
H 1.03732 -3.76792 -1.07649 -0.353 -0.226 0.236
H -0.62835 -5.30299 0.04271 0.083 0.377 0.070
C 0.60504 2.83941 0.09895 -0.016 0.019 -0.200
C 1.88400 2.35922 -0.57828 -0.049 -0.011 0.127
C 3.13071 3.11967 -0.13094 0.096 -0.054 -0.032
C 3.12676 4.61561 -0.44840 -0.123 0.043 0.036
C 2.95409 4.96361 -1.92610 0.163 0.059 0.035
C 4.08543 4.44127 -2.80566 -0.142 0.021 -0.107
H 0.38343 3.88039 -0.14517 0.013 -0.005 0.018
H -0.24420 2.23662 -0.22941 -0.034 0.042 0.074
H 0.68222 2.74950 1.18404 -0.015 0.056 -0.012
H 1.76861 2.42065 -1.66474 0.034 -0.005 -0.001
H 2.02377 1.29874 -0.34301 0.017 0.003 -0.042
H 4.01032 2.65164 -0.58311 0.002 0.028 0.001
H 3.25178 2.99652 0.95085 -0.026 -0.017 -0.018
H 4.06645 5.04787 -0.08944 -0.005 0.010 -0.023
H 2.33348 5.10747 0.12340 0.011 -0.015 0.009
H 2.91565 6.05296 -2.01986 -0.058 -0.012 0.004
H 1.99558 4.59029 -2.29819 -0.009 -0.004 0.033
H 5.04926 4.83573 -2.47647 0.001 -0.049 0.018
H 3.93365 4.75160 -3.84116 0.059 -0.028 0.001
H 4.13676 3.35100 -2.79456 0.037 0.013 0.013
C -6.26553 1.27242 3.34794 -0.042 0.302 0.092
C -7.30633 0.83963 4.37180 0.015 -0.084 -0.116
C -8.71231 0.69863 3.78971 -0.052 -0.027 0.102
C -9.31804 1.98633 3.22812 0.080 0.014 -0.062
C -9.41295 3.14448 4.22056 -0.153 -0.041 -0.041
C -10.31531 2.84557 5.41331 0.103 0.130 0.050
H -6.48674 2.26326 2.94071 -0.055 -0.016 -0.002
H -5.28027 1.31766 3.80893 0.023 -0.076 -0.114
H -6.21592 0.56245 2.52158 0.038 0.008 0.021
H -7.31022 1.54255 5.21082 -0.047 -0.009 0.002
H -7.00368 -0.12776 4.78179 0.019 0.031 0.004
H -9.37357 0.28978 4.56035 -0.023 0.018 -0.025
H -8.69017 -0.04920 2.98956 0.028 0.010 0.017
H -10.32081 1.76070 2.84947 -0.007 0.029 0.015
H -8.73723 2.31365 2.36082 0.006 -0.024 0.010
H -9.81005 4.01721 3.69385 0.050 0.010 0.003
H -8.41777 3.42717 4.57380 0.013 -0.030 -0.028
H -11.32769 2.59969 5.08468 0.018 -0.047 0.014
H -10.37892 3.71710 6.06794 -0.044 -0.043 0.025
H -9.93506 2.01454 6.00965 -0.034 -0.010 -0.017
C -0.31530 -3.50922 -6.03539 -0.112 -0.043 0.095
C -1.23288 -2.34392 -5.67768 0.078 -0.020 -0.124
C -0.52959 -0.98803 -5.70829 -0.088 0.072 0.021
C 0.61784 -0.83124 -4.71011 0.083 -0.080 -0.013
C 0.24130 -1.05226 -3.24562 0.010 0.173 -0.027
C -0.78428 -0.04854 -2.72911 -0.002 -0.125 0.122
H 0.50226 -3.61468 -5.31875 0.017 0.001 -0.036
H -0.87415 -4.44678 -6.03527 0.058 -0.013 -0.023
H 0.11526 -3.37524 -7.03032 0.040 0.006 0.031
H -1.68200 -2.51906 -4.69581 -0.002 0.035 -0.003
H -2.05926 -2.32032 -6.39352 -0.023 0.015 0.056
H -1.27166 -0.20183 -5.54040 0.023 0.002 0.013
H -0.13643 -0.81481 -6.71574 -0.012 -0.024 0.014
H 1.03647 0.17466 -4.82011 0.005 -0.005 0.025
H 1.42502 -1.52189 -4.97316 -0.005 0.019 -0.020
H 1.14864 -0.96430 -2.64053 0.007 -0.048 -0.026
H -0.13016 -2.07022 -3.09392 0.011 -0.006 -0.018
H -0.41525 0.97484 -2.83261 -0.029 -0.003 -0.031
H -0.98622 -0.22622 -1.66940 -0.027 0.038 -0.005
H -1.73338 -0.12872 -3.26162 0.010 0.033 0.001
C 2.55350 11.91602 -2.28553 -0.008 -0.082 -0.126
C 1.17960 11.26592 -2.41459 0.031 0.124 0.069
C 0.51684 10.97520 -1.06893 -0.098 -0.035 -0.013
C 1.26854 9.98974 -0.17237 0.112 0.047 -0.018
C 1.52897 8.61785 -0.79345 -0.085 -0.030 0.133
C 0.25343 7.85395 -1.12869 0.114 -0.091 -0.102
H 3.26282 11.26329 -1.77352 -0.001 0.036 0.016
H 2.96395 12.13576 -3.27277 0.037 0.028 0.042
H 2.48960 12.85541 -1.73191 0.022 -0.029 0.028
H 1.26213 10.34908 -3.00520 -0.029 -0.005 0.019
H 0.52940 11.93869 -2.98094 -0.017 -0.060 -0.016
H -0.49720 10.60593 -1.24854 0.014 -0.011 0.020
H 0.39778 11.91671 -0.52215 0.011 -0.006 -0.027
H 0.69674 9.85801 0.75183 0.006 -0.023 -0.009
H 2.22546 10.42706 0.12765 -0.020 0.014 0.000
H 2.11259 8.02399 -0.08344 0.046 0.019 -0.037
H 2.14649 8.71555 -1.69106 0.008 0.032 0.011
H -0.36013 7.70823 -0.23678 -0.026 0.036 -0.025
H 0.49936 6.86870 -1.53104 -0.071 -0.004 0.006
H -0.34513 8.37452 -1.87820 -0.026 -0.010 0.032
C 2.20953 -9.84340 2.65518 0.121 0.083 -0.041
C 2.49370 -8.78048 3.71175 -0.059 -0.130 0.026
C 1.24603 -8.32928 4.46958 0.025 0.069 0.073
C 0.16736 -7.66574 3.61160 -0.067 -0.031 -0.091
C 0.62678 -6.43534 2.83150 0.070 -0.039 0.113
C 1.09181 -5.28746 3.71563 0.100 0.067 -0.110
H 1.54326 -9.46984 1.87544 -0.015 -0.033 0.016
H 3.13697 -10.15606 2.17186 -0.044 -0.040 -0.018
H 1.75094 -10.72692 3.10473 -0.034 0.020 -0.026
H 2.98766 -7.92326 3.24555 -0.014 0.014 0.030
H 3.20605 -9.19051 4.43332 0.014 0.062 -0.007
H 1.54787 -7.64689 5.26971 -0.022 0.008 -0.014
H 0.80283 -9.19682 4.97019 0.024 0.004 -0.017
H -0.66633 -7.38233 4.26230 0.002 0.015 -0.016
H -0.23890 -8.39747 2.90673 0.002 -0.008 0.026
H -0.19202 -6.06533 2.21708 -0.049 -0.235 0.009
H 1.42764 -6.70939 2.13755 -0.004 -0.009 -0.007
H 0.29242 -4.96534 4.38808 0.029 0.000 0.022
H 1.37614 -4.43477 3.09396 0.004 0.055 0.091
H 1.96000 -5.56225 4.31738 -0.027 0.028 0.026
C 7.58326 -4.50920 -5.36965 0.035 0.050 0.136
C 6.53506 -4.94567 -4.35102 0.035 -0.069 -0.122
C 5.13812 -5.10662 -4.94870 -0.068 -0.038 0.071
C 4.52709 -3.82989 -5.52900 0.088 0.031 -0.055
C 4.40908 -2.66399 -4.54805 -0.151 -0.053 -0.064
C 3.49543 -2.96267 -3.36476 0.101 0.119 0.084
H 7.35629 -3.52668 -5.78734 0.007 -0.026 -0.028
H 8.56633 -4.44640 -4.89975 0.008 0.006 -0.061
H 7.64936 -5.22514 -6.19185 -0.019 0.037 -0.018
H 6.51474 -4.23586 -3.51910 -0.030 -0.016 0.002
H 6.84168 -5.90632 -3.92771 -0.030 0.033 0.048
H 4.47235 -5.51523 -4.18240 -0.011 0.015 -0.018
H 5.17697 -5.86111 -5.74155 0.018 0.010 0.018
H 3.53137 -4.06890 -5.91754 -0.004 0.023 0.011
H 5.11478 -3.50436 -6.39228 -0.007 -0.022 0.003
H 4.00950 -1.80007 -5.08734 0.049 0.012 0.006
H 5.39660 -2.36724 -4.18464 0.008 -0.018 -0.021
H 2.48905 -3.22138 -3.70474 0.013 -0.046 0.023
H 3.41659 -2.08382 -2.72076 -0.056 -0.045 0.032
H 3.87685 -3.78453 -2.75559 -0.031 -0.009 -0.014
```
Positions in Å, forces in eV/Å.

Calculated values
Highest occupied orbital energy, eV: -8.5
LUMO energy, eV: 0.403
SMILES string: N=P(O)(O)N1c2ccccc2Sc2cccc(F)c21.CCCCCC.CCCCCC.CCCCCC.CCCCCC.CCCCCC.CCCCCC
M, g mol⁻¹: 813.3
Max |F|, hartree/bohr: 0.0565
Gap between HOMO and LUMO, Eh: 0.329
Charge: 0

(4)
C43H33BF4N12OTi as an isolated structure at a distorted geometry. Source: the OMol25 dataset; level of theory: ωB97M-V with the def2-TZVPD basis set.

```
95
Properties=species:S:1:pos:R:3:forces:R:3
Ti 0.16298 0.14627 0.52893 0.108 -0.127 -1.338
C 0.18041 0.69338 4.89958 0.094 -0.060 -0.210
C 0.19450 0.02974 3.67668 0.033 -0.022 0.039
N 0.65522 0.62203 2.58013 0.078 0.887 0.899
C 1.12739 1.88225 2.70566 -0.262 -0.353 0.878
C 1.05107 2.54269 3.93863 0.207 -0.076 -0.772
N 0.58884 1.94840 5.01671 -0.208 -0.121 0.395
C 1.74874 2.39668 1.48964 0.128 -0.137 -0.562
C 2.45842 3.57764 1.36507 0.120 -0.002 -0.516
C 3.05650 3.89379 0.13337 -0.388 -0.450 0.444
C 2.95687 2.97334 -0.90455 -0.283 -0.379 -0.019
C 2.24570 1.79129 -0.71097 -0.053 1.077 1.332
N 1.62633 1.52962 0.46391 2.005 2.020 -0.421
C 2.09817 0.71312 -1.65200 -0.731 -1.830 -0.495
C 2.64288 0.65850 -2.94575 0.012 0.449 0.479
N 2.47620 -0.36121 -3.75088 -0.312 -0.680 0.059
C 1.77644 -1.39965 -3.26571 0.356 0.437 -0.272
C 1.23774 -1.39098 -1.99968 -0.064 0.137 0.515
N 1.35153 -0.33453 -1.17053 2.064 0.562 -2.247
C 3.79466 5.14720 -0.05493 0.311 0.554 -0.057
C 4.62037 5.65615 0.94690 -0.145 -0.080 -0.215
C 5.32170 6.82608 0.69765 0.004 -0.185 0.305
N 5.23865 7.49683 -0.43636 0.251 0.408 -0.066
C 4.44303 7.03018 -1.38119 -0.188 -0.166 -0.227
C 3.70452 5.86402 -1.24859 0.035 -0.119 0.229
H -0.17600 0.21328 5.80019 -0.032 -0.113 -0.028
H -0.15719 -0.99244 3.58631 -0.070 0.144 -0.057
H 1.35522 3.57285 4.06144 0.110 0.077 -0.139
H 2.53776 4.27185 2.18530 -0.035 0.028 0.137
H 3.43410 3.18049 -1.84851 0.088 -0.027 -0.094
H 3.23196 1.47380 -3.34203 0.014 0.174 0.105
H 1.65145 -2.24240 -3.93019 -0.058 -0.110 0.069
H 0.67881 -2.24451 -1.63360 0.003 0.112 -0.027
H 4.73609 5.13695 1.88585 0.056 -0.031 0.106
H 5.98744 7.24303 1.44068 0.029 -0.032 0.133
H 4.40158 7.61624 -2.28927 -0.095 -0.015 -0.105
H 3.05108 5.53752 -2.04295 -0.051 -0.015 -0.107
C 1.81346 -4.05216 0.49053 -0.210 0.108 0.265
C 1.78684 -2.57736 0.73605 -1.006 -0.277 0.186
N 0.68226 -1.91831 0.89930 0.779 -0.208 -0.074
N -0.47013 -2.63464 0.97236 -1.078 -0.896 0.174
C -1.49290 -1.83557 1.22039 0.969 -1.613 -0.046
O -1.30685 -0.57731 1.28800 -2.203 -0.375 1.625
C -2.81934 -2.41025 1.44130 -0.252 0.072 -0.030
C -3.13492 -3.67867 0.95506 0.134 0.156 0.097
C -4.39559 -4.19472 1.17476 -0.015 -0.035 0.003
C -5.33218 -3.45752 1.88282 0.022 -0.009 0.038
C -5.02387 -2.19331 2.35818 -0.023 -0.091 0.087
C -3.77101 -1.65915 2.13057 0.259 -0.094 -0.052
C 3.03877 -1.83254 0.82309 0.648 0.499 0.079
C 4.23597 -2.31749 0.28965 -0.347 0.128 0.072
C 5.39097 -1.57747 0.46776 -0.076 0.202 0.072
C 5.32423 -0.40158 1.20134 0.047 -0.127 -0.122
C 4.08891 0.00117 1.69206 0.186 -0.045 -0.026
N 2.96985 -0.67267 1.49128 0.329 -0.454 -0.007
H 0.86979 -4.48730 0.81284 0.107 -0.020 -0.047
H 1.92550 -4.23665 -0.57891 0.072 -0.096 -0.120
H 2.64222 -4.51904 1.01659 0.071 -0.049 -0.045
H -2.39121 -4.23981 0.40965 0.071 -0.050 -0.034
H -4.65308 -5.17214 0.79688 -0.019 -0.110 -0.037
H -6.30964 -3.87401 2.06120 -0.188 -0.038 0.022
H -5.76688 -1.62979 2.89747 -0.088 0.118 0.062
H -3.50545 -0.67455 2.48328 -0.015 0.155 -0.001
H 4.26024 -3.24182 -0.26412 -0.028 -0.138 -0.028
H 6.32286 -1.91815 0.04218 0.095 -0.007 0.024
H 6.20982 0.18559 1.38494 0.062 0.079 0.057
H 3.99771 0.89987 2.29270 0.053 0.110 -0.040
F -0.81749 1.92183 0.45337 -0.147 0.521 0.009
B -2.21342 2.07217 1.16529 0.464 -0.403 -0.044
F -1.90812 1.66704 2.43367 -0.201 0.154 0.840
F -2.99743 1.20656 0.48510 -0.886 -0.285 -0.422
F -2.56309 3.35417 1.05513 -0.105 1.005 -0.123
C -1.66390 0.92032 -3.49756 0.170 0.059 0.153
C -1.14827 1.00531 -2.21760 -0.178 0.267 -0.324
N -1.14720 -0.02731 -1.36562 -0.196 -0.139 -0.300
C -1.69499 -1.16583 -1.77793 -0.031 0.023 -0.239
C -2.20988 -1.36124 -3.06011 0.470 0.599 -0.135
C -2.17072 -0.28983 -3.94521 0.061 -0.306 0.400
C -2.70571 -2.67560 -3.48682 -0.219 -0.279 -0.004
C -3.80382 -3.27695 -3.02973 0.347 -0.086 -0.235
C -4.73218 -2.67045 -2.08787 -0.810 0.076 0.329
C -6.01204 -3.19367 -1.89094 0.240 0.261 0.031
C -6.85094 -2.47302 -1.05388 0.058 -0.125 -0.185
N -6.46921 -1.35230 -0.46378 -0.477 0.194 0.249
C -5.23378 -0.94670 -0.69996 -0.028 0.110 0.076
N -4.35445 -1.54911 -1.47184 0.019 -0.132 -0.098
H -1.64725 1.78625 -4.14017 0.014 0.090 -0.033
H -0.71981 1.93954 -1.86869 -0.077 -0.102 0.076
H -1.71897 -1.99401 -1.08128 0.044 0.054 -0.079
H -2.55056 -0.40111 -4.94950 -0.041 0.017 -0.107
H -2.12978 -3.14702 -4.27246 -0.001 -0.167 -0.074
H -4.09567 -4.23581 -3.43078 0.036 -0.132 -0.105
H -6.34443 -4.09331 -2.38362 -0.002 -0.108 -0.051
H -7.86739 -2.78901 -0.85537 -0.043 -0.120 -0.035
H -4.90702 -0.03309 -0.22595 0.034 0.123 0.128
```
Positions in Å, forces in eV/Å.

Calculated values
Highest occupied orbital energy (alpha / beta), eV: -10.2 / -10.8
LUMO energy (alpha / beta), eV: -4.157 / -4.290
Spin multiplicity: 2
Energy relative to the best compared isomer or geometry (same formula, charge and spin), kcal per mole: 44.6
M, g mol⁻¹: 868.5
Max |F|, hartree/bohr: 0.0603
Gap between HOMO and LUMO (alpha / beta), Eh: 0.222 / 0.239
Charge: +1

E per entry: -1049.60706, -939.70554, -2984.81143, -3664.67075 a.u.